Record 1
Here is a 3-piece molecular cluster, C28H64N3O4 overall from the Open Molecules 2025 dataset. Energies are from ωB97M-V/def2-TZVPD.

Output
* gap between HOMO and LUMO: 3.869 eV
* ΔE to the lowest compared entry with this formula, charge and spin: 0.00 kcal per mole
* max |F|: 1.8 eV/A
* total energy: -1570.2845 hartree

The geometry in ORCA input format:
```
! RIJCOSX wB97M-V def2-TZVPD def2/J DEFGRID3
* xyz -1 1
C -7.11917 5.06295 -0.60752
C -6.45606 3.65427 -0.79266
C -7.11759 2.96121 -2.03134
C -7.25116 1.40871 -1.91556
C -5.99026 0.67888 -1.35430
C -5.29147 -0.29339 -2.37248
C -3.75098 -0.09040 -2.48889
C -3.31842 1.39403 -2.79810
C -2.02584 1.75851 -1.98477
C -2.25940 2.73057 -0.77275
C -2.01507 2.08466 0.63482
C -2.63425 0.66138 0.80676
C -2.98322 0.26472 2.28936
C -2.02286 0.82051 3.36965
C -2.72843 0.64316 4.78040
C -2.39173 -0.76378 5.43118
N -1.95676 -1.78455 4.47380
H -6.63403 5.63574 0.20336
H -8.19733 4.88772 -0.42382
H -7.05663 5.63117 -1.55873
H -5.39701 3.85816 -1.06867
H -6.47540 3.03734 0.12041
H -6.65002 3.27585 -2.98815
H -8.15866 3.36064 -2.08606
H -8.18767 1.16096 -1.37653
H -7.41135 1.02490 -2.94978
H -6.33133 0.06262 -0.49468
H -5.21065 1.35052 -0.95221
H -5.77614 -0.28522 -3.37374
H -5.45322 -1.32596 -1.98892
H -3.22402 -0.50915 -1.61114
H -3.39047 -0.69566 -3.35206
H -3.09176 1.45554 -3.88255
H -4.14949 2.11277 -2.62912
H -1.34386 2.27993 -2.69351
H -1.50852 0.83685 -1.66153
H -1.50880 3.54882 -0.86191
H -3.25220 3.22458 -0.82915
H -2.45395 2.76185 1.39092
H -0.92927 1.99379 0.85199
H -1.93062 -0.09626 0.40328
H -3.57866 0.62264 0.21972
H -2.97150 -0.84410 2.34052
H -4.03959 0.56908 2.46594
H -1.83996 1.91283 3.27412
H -1.05065 0.29681 3.40412
H -2.42226 1.49446 5.43456
H -3.82221 0.66915 4.59196
H -3.32230 -1.14408 5.92593
H -1.64708 -0.61363 6.25903
H -2.79727 -2.34929 4.31564
C 1.53090 -0.41859 0.37798
O 1.69428 -1.11970 1.59409
C 0.50283 -1.79637 2.03284
C 0.64206 -3.30210 1.87893
N 0.63201 -3.70533 0.46983
C 1.04935 -5.08493 0.23321
C 2.46049 -5.49157 0.66976
O 3.49965 -4.89128 -0.08787
C 3.82641 -3.57263 0.31559
H 2.40646 0.22028 0.24180
H 1.47752 -1.10547 -0.47398
H 0.63803 0.21319 0.40029
H -0.39124 -1.41894 1.53093
H 0.39315 -1.57730 3.09646
H -0.18481 -3.79059 2.39917
H 1.57821 -3.59284 2.37014
H 1.24510 -3.09526 -0.05262
H 0.97317 -5.25411 -0.84517
H 0.32505 -5.75529 0.70802
H 2.55359 -6.56776 0.49097
H 2.63094 -5.35037 1.74141
H 3.71963 -3.43628 1.39542
H 3.21351 -2.84643 -0.22188
H 4.86893 -3.38149 0.05073
C 9.11339 -0.33481 -2.95473
O 7.82884 0.18610 -3.24706
C 6.78380 -0.78129 -3.16049
C 5.90489 -0.53973 -1.94101
N 6.60770 -0.85648 -0.70060
C 5.93519 -0.38388 0.51103
C 5.69306 1.12148 0.66323
O 6.87104 1.89229 0.85593
C 7.57840 2.21284 -0.32750
H 9.84884 0.41458 -3.24817
H 9.23095 -0.52291 -1.88377
H 9.30741 -1.25294 -3.51557
H 7.17205 -1.80324 -3.18207
H 6.16694 -0.64588 -4.05345
H 5.01050 -1.16515 -2.01406
H 5.59240 0.51023 -1.96809
H 7.53243 -0.45090 -0.73095
H 6.54957 -0.70940 1.35434
H 4.97711 -0.90645 0.60046
H 5.10771 1.25588 1.57701
H 5.08466 1.53942 -0.14555
H 6.90711 2.37064 -1.17661
H 8.31049 1.43807 -0.56269
H 8.12683 3.13988 -0.15253
*
```

---

Record 2
Here is C28H64N3O8P2S as an isolated structure from the Open Molecules 2025 dataset. Energies are from ωB97M-V/def2-TZVPD.

Output
* gap between HOMO and LUMO: 7.687 eV
* ΔE to the lowest compared entry with this formula, charge and spin: 108.49 kcal per mole
* max |F|: 8.9 eV/A
* total energy: -2952.0315 hartree

The geometry in ORCA input format:
```
! RIJCOSX wB97M-V def2-TZVPD def2/J DEFGRID3
* xyz 1 1
C 2.51997 1.01711 0.53550
C 2.03130 -0.16994 -0.34408
C 2.32435 -0.02263 -1.85419
C 1.56260 1.13954 -2.58024
C 2.53242 2.21021 -3.16185
C 2.92406 3.20696 -2.03158
C 2.77822 4.67367 -2.49598
C 3.06897 5.64468 -1.32163
C 2.10704 6.84130 -1.18893
C 0.64537 6.51225 -0.75721
C -0.36427 6.26778 -1.92580
C -1.35608 5.12711 -1.54124
C -1.95394 4.36775 -2.76674
N -3.28107 3.77319 -2.37736
C -3.39976 2.86876 -1.48197
N -4.59461 2.27965 -1.00367
C -4.36062 2.42516 0.47048
C -2.87694 1.96229 0.65709
N -2.37192 2.23412 -0.74597
S -2.44567 0.64251 -1.54310
H 2.74867 0.58604 1.52234
H 3.41550 1.49670 0.13264
H 1.70874 1.73796 0.72120
H 0.97967 -0.37820 -0.10218
H 2.60447 -1.04581 -0.00128
H 2.00061 -0.96067 -2.33175
H 3.40027 0.11035 -2.01484
H 1.07112 0.69732 -3.46477
H 0.80261 1.64071 -1.96632
H 3.39981 1.72056 -3.62197
H 2.00780 2.74115 -3.97269
H 2.20191 3.06413 -1.21682
H 3.93622 2.96165 -1.68861
H 3.53309 4.82466 -3.28120
H 1.78137 4.78133 -2.93682
H 3.19993 5.09469 -0.37744
H 4.05997 6.07970 -1.53137
H 2.52563 7.47244 -0.38772
H 2.11510 7.46955 -2.09168
H 0.28786 7.39630 -0.20802
H 0.67795 5.69345 -0.02461
H 0.11974 6.12129 -2.89629
H -0.96230 7.18930 -1.99493
H -0.79657 4.38741 -0.95530
H -2.18637 5.50842 -0.93064
H -2.11349 5.04374 -3.61052
H -1.29298 3.54414 -3.06283
H -4.10979 4.11144 -2.85278
H -5.36444 2.92671 -1.19054
H -4.32217 3.49553 0.72331
H -4.98340 1.83159 1.14021
H -2.81005 0.87736 0.71877
H -2.28541 2.49211 1.40595
H -1.17780 0.18693 -1.72479
O -4.91242 -4.19096 -1.17133
P -5.06577 -4.56167 -2.61962
O -4.58572 -6.12733 -2.62636
C -5.37578 -7.09127 -1.92710
C -6.71106 -7.32873 -2.60639
O -3.69939 -3.81675 -3.17963
C -3.27155 -2.59016 -2.60025
C -2.04420 -2.82687 -1.74434
O -5.70604 -4.61006 -4.13720
C -4.94854 -4.69435 -5.35023
C -4.42327 -6.08136 -5.64593
H -5.51917 -6.77432 -0.89080
H -4.79999 -8.01661 -1.91079
H -7.32812 -6.42487 -2.58752
H -7.25946 -8.12734 -2.10566
H -6.57186 -7.60076 -3.65254
H -4.07276 -2.12547 -2.02331
H -3.02444 -1.90754 -3.42054
H -2.21242 -3.61790 -1.01406
H -1.75466 -1.91953 -1.20990
H -1.20476 -3.14847 -2.36405
H -4.15563 -3.95124 -5.38896
H -5.65077 -4.41692 -6.13994
H -3.58909 -6.34038 -4.99472
H -4.06365 -6.12750 -6.67563
H -5.20079 -6.83342 -5.51332
O 4.55163 -1.62133 3.79572
P 3.78101 -1.99811 5.03920
O 3.91445 -0.50814 5.75951
C 3.23661 0.59669 5.18676
C 1.73083 0.47343 5.34639
O 5.00099 -2.79758 5.80269
C 5.85162 -3.68659 5.06908
C 7.21730 -3.05911 4.88227
O 2.71110 -2.43604 6.23335
C 3.05022 -2.66735 7.60748
C 3.25183 -1.40318 8.41395
H 3.50721 0.69660 4.13086
H 3.58828 1.49110 5.70288
H 1.34595 -0.38878 4.79209
H 1.23051 1.37048 4.97563
H 1.46154 0.32816 6.39193
H 5.40746 -3.95605 4.11033
H 5.94449 -4.60496 5.65308
H 7.13845 -2.06633 4.43885
H 7.84814 -3.67856 4.24280
H 7.71334 -2.93468 5.84620
H 3.89564 -3.34283 7.70957
H 2.19274 -3.20418 8.02068
H 4.19443 -0.91715 8.16730
H 3.27527 -1.64595 9.47829
H 2.44759 -0.68920 8.23600
*
```

---

Record 3
Here is a 6-piece molecular cluster, C28H64N6O7Si overall from the Open Molecules 2025 dataset. Energies are from ωB97M-V/def2-TZVPD.

Output
* structure (SMILES): CCCC[Si@@](CC)(CCCN)CCCC(=O)O.CNC(C)=O.CNC(C)=O.CNC(C)=O.CNC(C)=O.CNC(C)=O
* gap between HOMO and LUMO: 9.505 eV
* max |F|: 0.4 eV/A
* total energy: -2250.0846 hartree

The geometry in ORCA input format:
```
! RIJCOSX wB97M-V def2-TZVPD def2/J DEFGRID3
* xyz 0 1
C 3.11314 -5.62823 0.75405
C 1.99238 -5.02477 1.60178
C 1.62286 -3.59297 1.19920
C 1.51025 -3.36029 -0.31748
Si 0.27217 -2.01308 -0.77485
C 0.81393 -0.37418 -0.01600
C 0.78704 0.83448 -0.96222
C 0.19680 -1.89801 -2.65482
C 1.58150 -1.66543 -3.30028
C 2.05936 -2.78582 -4.23719
N 1.92619 -4.16083 -3.77963
C -1.39258 -2.49269 -0.00750
C -2.63449 -2.42777 -0.91888
C -2.94175 -3.70101 -1.70985
C -2.77781 -4.98917 -0.93555
O -3.11898 -5.15030 0.19647
O -2.27762 -6.04675 -1.64824
H 3.89763 -4.89423 0.55528
H 3.56369 -6.48131 1.26232
H 2.74546 -5.98726 -0.20789
H 2.32801 -5.01333 2.64171
H 1.10633 -5.66316 1.55100
H 0.67812 -3.32976 1.68433
H 2.38421 -2.91699 1.59908
H 1.18595 -4.28249 -0.81971
H 2.49414 -3.12640 -0.73567
H 0.12550 -0.15950 0.80560
H 1.81378 -0.47098 0.41924
H 1.48263 0.72699 -1.79611
H -0.21390 0.99645 -1.36818
H 1.05170 1.75052 -0.42912
H -0.26446 -2.81564 -3.03906
H -0.47987 -1.08715 -2.93685
H 2.35099 -1.49980 -2.53778
H 1.55585 -0.74774 -3.89129
H 3.12181 -2.61592 -4.41972
H 1.53158 -2.67382 -5.18903
H 2.49762 -4.34912 -2.96737
H 0.96933 -4.42659 -3.59791
H -1.54319 -1.77981 0.80863
H -1.31396 -3.47103 0.47453
H -3.49648 -2.10465 -0.33994
H -2.48406 -1.63348 -1.65615
H -3.99616 -3.69568 -2.00269
H -2.37961 -3.73987 -2.64636
H -1.61667 -5.73273 -2.27469
C -1.13379 3.85417 1.61271
C -0.60897 2.58303 2.23427
O -1.02297 1.48197 1.89156
N 0.35055 2.69869 3.18129
C 0.95968 3.90647 3.70099
H -1.87749 3.58227 0.86937
H -1.59601 4.49444 2.36593
H -0.34370 4.42082 1.12201
H 0.65541 1.81940 3.56941
H 2.03602 3.90058 3.51532
H 0.79150 3.96254 4.77485
H 0.53555 4.77973 3.21497
C -4.06619 0.13843 2.11060
C -5.15272 -0.74615 1.54432
O -5.39660 -0.78126 0.34814
N -5.84831 -1.52702 2.41399
C -5.68412 -1.63082 3.84694
H -3.59761 0.68115 1.29634
H -4.47353 0.85220 2.82852
H -3.29827 -0.44933 2.61497
H -6.54724 -2.10210 1.97057
H -5.41394 -2.64770 4.13746
H -6.60269 -1.35582 4.36932
H -4.89375 -0.96444 4.17769
C 2.72513 2.59442 7.83408
C 1.27267 2.95756 7.62671
O 0.68069 2.67534 6.59699
N 0.63935 3.61595 8.63169
C 1.17597 4.02974 9.91078
H 3.06998 2.07877 6.94337
H 3.33465 3.48507 7.99142
H 2.84762 1.93842 8.69654
H -0.32618 3.82499 8.43057
H 0.63071 3.56370 10.73305
H 1.11631 5.11291 10.02843
H 2.21855 3.73837 9.98891
C 4.86811 -0.55050 -8.30556
C 3.87424 -1.08148 -7.29600
O 3.53761 -0.42735 -6.32304
N 3.36839 -2.32483 -7.50945
C 3.65462 -3.23910 -8.59275
H 5.16803 0.44206 -7.98451
H 5.74957 -1.19013 -8.36452
H 4.42382 -0.48723 -9.29968
H 2.71380 -2.61614 -6.79995
H 2.74950 -3.47661 -9.15473
H 4.07526 -4.17263 -8.21488
H 4.37133 -2.79583 -9.27712
C -1.75739 5.98146 -2.55211
C -1.35323 6.66472 -1.26564
O -0.51080 6.18711 -0.52500
N -1.96780 7.83815 -0.95643
C -2.98299 8.54269 -1.70926
H -1.17630 5.06877 -2.63935
H -2.81886 5.73083 -2.54796
H -1.55811 6.61739 -3.41548
H -1.65309 8.24108 -0.08784
H -2.63938 9.53824 -1.99565
H -3.89995 8.64967 -1.12717
H -3.22107 7.99442 -2.61517
*
```